# C8H12O

An isolated molecule of C8H12O (the ωB97M-V functional and the def2-TZVPD basis, OMol25).

CARTESIAN COORDINATES (ANGSTROEM)
C  2.109  0.459  0.868
C  1.141  0.112  -0.214
C  1.353  -1.107  -1.051
C  0.373  -1.096  0.122
C  -1.052  -0.836  -0.280
C  -2.472  -0.706  0.256
C  -1.483  0.482  0.369
C  -0.968  1.667  -0.492
O  0.466  1.271  -0.806
H  1.568  0.716  1.866
H  2.650  -0.470  1.083
H  2.792  1.343  0.653
H  0.927  -1.250  -1.984
H  2.450  -1.576  -0.940
H  0.668  -1.359  1.170
H  -1.086  -0.784  -1.349
H  -3.204  -0.809  -0.537
H  -2.733  -0.931  1.364
H  -1.135  0.651  1.375
H  -0.875  2.602  0.065
H  -1.489  1.621  -1.537

- energy above the lowest of the compared OMol25 structures with the same formula, charge and spin (kcal/mol) = 102.8
- frontier orbital gap (eV) = 9.8516
- multiplicity = 1
- SMILES = C[C@@]12C[C@@H]1[C@H]1C[C@@H]1CO2



# C8H12O3S

An isolated molecule of C8H12O3S (the ωB97M-V functional and the def2-TZVPD basis, OMol25).

CARTESIAN COORDINATES (ANGSTROEM)
C  -0.548  0.017  -0.488
C  -0.433  -1.112  0.461
C  -0.679  -0.388  -1.922
C  0.016  -1.689  -2.241
C  -0.513  -2.813  -1.349
C  -0.467  -2.396  0.089
C  0.270  3.416  0.981
C  0.745  1.986  1.152
O  -1.228  0.300  -2.749
O  -0.481  -3.367  1.043
O  2.198  0.486  -0.486
S  0.951  1.248  -0.550
H  -1.343  0.716  -0.213
H  -0.396  -0.884  1.516
H  -0.112  -1.931  -3.295
H  1.079  -1.535  -2.029
H  -1.546  -3.055  -1.625
H  0.090  -3.713  -1.499
H  0.273  3.943  1.934
H  0.928  3.949  0.296
H  -0.740  3.444  0.576
H  0.058  1.396  1.751
H  1.741  1.944  1.589
H  -0.426  -4.239  0.633

- energy above the lowest of the compared OMol25 structures with the same formula, charge and spin (kcal/mol) = 0.0
- frontier orbital gap (eV) = 9.1256
- multiplicity = 1



# C8H12O3S

An isolated molecule of C8H12O3S (the ωB97M-V functional and the def2-TZVPD basis, OMol25).

CARTESIAN COORDINATES (ANGSTROEM)
C  -0.030  -0.655  0.080
C  -2.042  1.385  0.004
C  -0.917  -1.588  0.021
C  -3.006  0.495  -0.005
C  2.332  -1.248  0.262
C  1.482  0.930  1.174
C  1.555  0.563  -1.310
C  1.318  -0.103  0.053
O  -1.919  2.706  0.116
O  -0.715  -2.941  -0.014
O  -4.343  0.815  -0.094
S  -2.720  -1.257  0.008
H  2.268  -1.967  -0.550
H  3.339  -0.841  0.305
H  2.123  -1.766  1.196
H  2.472  1.381  1.126
H  0.733  1.712  1.080
H  1.365  0.459  2.149
H  0.842  1.368  -1.463
H  2.563  0.969  -1.360
H  1.430  -0.159  -2.115
H  -1.690  3.117  -0.731
H  -1.559  -3.410  -0.003
H  -4.882  0.034  0.070

- energy above the lowest of the compared OMol25 structures with the same formula, charge and spin (kcal/mol) = 20.9
- frontier orbital gap (alpha / beta) (eV) = 7.9824 / 7.0134
- expectation value of S² = 2.0187
- multiplicity = 3



# C8H12O4S

An isolated molecule of C8H12O4S (the ωB97M-V functional and the def2-TZVPD basis, OMol25).

CARTESIAN COORDINATES (ANGSTROEM)
C  -2.027  -1.487  0.692
O  -2.648  -0.310  1.189
C  -2.826  0.636  0.108
C  -1.342  0.693  -0.759
S  -0.184  1.951  0.067
C  1.153  1.118  -0.083
C  1.705  0.770  1.362
O  2.776  -0.098  1.323
C  3.035  -0.581  -0.064
O  1.770  -1.171  -0.628
C  0.955  -0.127  -0.931
C  -0.558  -0.604  -0.825
O  -0.609  -1.379  0.336
H  -2.002  -2.054  1.494
H  -2.695  -1.845  -0.072
H  -3.833  0.495  -0.733
H  -3.142  1.728  0.582
H  -1.527  0.917  -1.869
H  1.713  1.728  -0.740
H  1.053  0.250  2.098
H  1.951  1.690  1.948
H  3.147  0.281  -0.937
H  3.829  -1.290  -0.009
H  1.070  0.001  -1.963
H  -0.767  -1.315  -1.587

- energy above the lowest of the compared OMol25 structures with the same formula, charge and spin (kcal/mol) = 93.7
- frontier orbital gap (eV) = 9.1352
- multiplicity = 1
- SMILES = C1OC[C@H]2S[C@H]3COCO[C@H]3[C@H]2O1



# C8H12OS

An isolated molecule of C8H12OS (the ωB97M-V functional and the def2-TZVPD basis, OMol25).

CARTESIAN COORDINATES (ANGSTROEM)
C  -0.168  2.690  -0.273
C  -1.129  3.482  -0.562
C  -0.886  -0.831  -0.117
C  0.219  -1.910  -0.523
C  -0.367  0.023  1.049
C  1.579  -1.179  -0.861
C  0.825  0.811  0.627
C  1.934  -0.247  0.297
O  0.698  1.817  -0.478
S  3.540  0.578  0.134
H  -1.829  3.266  -1.520
H  -1.147  4.468  -0.101
H  -1.272  -0.353  -1.012
H  -1.735  -1.462  0.121
H  0.238  -2.688  0.280
H  -0.037  -2.487  -1.411
H  -1.305  0.654  1.504
H  -0.016  -0.715  1.765
H  2.391  -1.877  -1.115
H  1.678  -0.553  -1.798
H  1.335  1.321  1.578
H  1.959  -0.817  1.286

- energy above the lowest of the compared OMol25 structures with the same formula, charge and spin (kcal/mol) = 124.5
- frontier orbital gap (alpha / beta) (eV) = 10.0815 / 4.4871
- multiplicity = 1



# C8H12STeTl

A structure of composition C8H12STeTl (the ωB97M-V functional and the def2-TZVPD basis, OMol25).

CARTESIAN COORDINATES (ANGSTROEM)
Tl  1.242  -0.610  -0.326
C  -0.610  -1.718  3.112
C  0.515  -0.687  3.176
C  0.382  0.113  4.479
C  0.483  0.222  1.934
H  -0.510  -2.475  3.891
H  -0.612  -2.216  2.143
H  -1.569  -1.216  3.240
H  1.475  -1.224  3.221
H  -0.556  0.672  4.469
H  1.203  0.823  4.571
H  0.397  -0.534  5.359
H  1.152  1.073  2.177
H  -0.522  0.678  1.919
Te  -0.818  1.225  -1.536
C  -0.360  1.014  -3.583
C  -1.009  0.293  -4.539
C  -0.444  0.399  -5.830
C  0.632  1.224  -5.868
S  0.966  1.871  -4.302
H  -1.871  -0.312  -4.310
H  -0.818  -0.119  -6.698
H  1.253  1.501  -6.699

- energy above the lowest of the compared OMol25 structures with the same formula, charge and spin (kcal/mol) = 0.0
- frontier orbital gap (eV) = 6.0392
- total charge = -1
- multiplicity = 1



# C8H13AgO5

A structure of composition C8H13AgO5 (the ωB97M-V functional and the def2-TZVPD basis, OMol25).

CARTESIAN COORDINATES (ANGSTROEM)
O  -0.233  -0.613  -3.909
C  -0.829  -0.480  -2.868
C  -1.701  0.719  -2.587
O  -1.980  0.772  -1.202
C  -3.080  1.487  -0.817
C  -3.509  1.478  0.442
H  -0.804  -1.257  -2.073
H  -2.633  0.601  -3.164
H  -1.191  1.633  -2.928
H  -4.379  2.078  0.704
H  -3.564  2.055  -1.615
H  -2.997  0.900  1.216
O  1.749  0.892  -0.671
C  2.753  0.174  -0.523
C  2.658  -1.106  0.238
O  1.424  -1.301  0.760
C  1.276  -1.633  2.151
C  1.177  -0.341  2.966
O  0.241  0.513  2.445
Ag  -0.101  0.702  0.467
H  3.565  0.173  -1.283
H  3.078  -1.967  -0.307
H  2.095  -2.293  2.476
H  0.323  -2.177  2.198
H  2.200  0.105  3.012
H  0.961  -0.666  4.010
H  3.500  -0.448  0.864

- energy above the lowest of the compared OMol25 structures with the same formula, charge and spin (kcal/mol) = 0.0
- frontier orbital gap (eV) = 7.7386
- multiplicity = 1



# C8H13AsBO3

A structure of composition C8H13AsBO3 (the ωB97M-V functional and the def2-TZVPD basis, OMol25).

CARTESIAN COORDINATES (ANGSTROEM)
O  3.574  -1.987  -0.702
C  2.500  -2.282  -0.118
C  1.821  -1.441  1.061
As  1.368  0.502  0.500
B  1.187  2.405  -0.202
O  1.153  2.622  -1.652
O  1.126  3.576  0.685
C  -0.568  0.019  0.061
C  -1.772  1.025  0.230
C  -3.251  0.654  -0.104
C  -3.656  -0.765  -0.612
C  -2.488  -1.790  -0.758
C  -0.994  -1.410  -0.450
H  1.899  -3.211  -0.476
H  0.934  -1.969  1.553
H  2.642  -1.330  1.869
H  1.015  0.907  1.961
H  2.881  0.848  0.842
H  1.877  0.093  -0.939
H  0.213  2.448  -1.914
H  2.020  3.709  1.083
H  -1.619  2.096  0.628
H  -4.082  1.418  0.039
H  -4.743  -1.030  -0.865
H  -2.788  -2.843  -1.114
H  -0.246  -2.264  -0.606

- frontier orbital gap (eV) = 6.8359
- total charge = -1
- multiplicity = 1



Question: What is the multiplicity in the eighth record?
Answer: 1



Question: Which value of multiplicity does entry 1 give?
Answer: 1



Question: Look up the multiplicity of the sixth one.
Answer: 1